# 1
A structure of composition C34H91N8O10Y in a non-equilibrium geometry. Source: the Open Molecules 2025 dataset; level of theory: the ωB97M-V functional and the def2-TZVPD basis.

Results
E_HOMO	-0.458	Eh
Kohn-Sham gap	0.2679	Eh
total charge	+2
E_LUMO	-5.2	eV

Atoms and positions in Å:
Y -0.87188 0.52868 2.96458
C -0.44819 -0.37999 -0.98243
C -0.66473 0.08311 0.38346
O -1.75416 -0.04073 1.04817
O 0.25189 0.58099 1.08762
H -1.03566 -1.32726 -1.05259
H 0.59690 -0.43816 -1.19010
H -0.86621 0.36561 -1.67043
C 1.99411 -2.72245 0.34330
C 1.16184 -3.96301 0.60931
C 1.83271 -4.83577 1.62805
O 2.78051 -5.67207 0.97462
C 3.37424 -6.65911 1.88815
N -0.20214 -3.49249 1.00690
H 3.03088 -2.93467 0.12861
H 1.93408 -2.07081 1.22253
H 1.59597 -2.15721 -0.50485
H 1.13183 -4.54132 -0.30316
H 1.12484 -5.42871 2.24206
H 2.34130 -4.18779 2.37942
H 4.22440 -7.14048 1.35527
H 2.72112 -7.48611 2.13133
H 3.83403 -6.18559 2.78815
H -0.76166 -4.31946 1.11953
H -0.58657 -2.94635 0.27999
C 3.04082 4.76103 5.31921
C 1.93111 4.04191 4.51317
C 2.34668 2.63449 4.04434
O 1.53227 2.03936 2.99702
C 1.57342 2.96416 1.90256
N 0.71635 3.85544 5.35430
H 3.90749 5.01734 4.73127
H 3.38604 4.09489 6.09960
H 2.62723 5.70815 5.72011
H 1.64075 4.76217 3.75366
H 2.41794 1.90457 4.90228
H 3.32384 2.68954 3.64292
H 1.46897 2.43807 0.93708
H 2.54429 3.38860 1.89395
H 0.83100 3.73496 2.02269
H 0.20917 4.69745 5.59890
H 0.95372 3.42210 6.25668
C -2.70251 3.06074 1.74108
C -1.62992 3.60876 2.75964
C -1.88681 5.03273 3.30902
O -2.10156 5.83535 2.18434
C -0.96002 6.37215 1.45833
N -1.41905 2.62144 3.88299
H -3.63606 2.79889 2.21456
H -2.24366 2.24070 1.13225
H -2.89281 3.95138 1.07598
H -0.68585 3.66266 2.23006
H -0.93805 5.32842 3.85540
H -2.75496 5.23889 3.94559
H -0.20991 5.62855 1.28107
H -0.52189 7.19566 1.95861
H -1.39038 6.77744 0.57944
H -2.26524 2.75634 4.46327
H -0.60393 2.96849 4.44308
C -3.80942 -4.25758 -1.07212
C -3.86513 -2.93848 -1.77747
C -4.24606 -1.83921 -0.79470
O -4.11664 -0.56927 -1.45973
C -5.17938 -0.24958 -2.34585
N -2.53017 -2.58835 -2.17468
H -3.18119 -4.91771 -1.65750
H -4.80175 -4.74595 -1.11570
H -3.44465 -4.20873 -0.06934
H -4.59345 -2.96907 -2.57392
H -3.41484 -1.87167 -0.11361
H -5.22777 -1.86924 -0.41809
H -5.04171 -0.85766 -3.24094
H -5.18335 0.84190 -2.46507
H -6.12529 -0.52282 -1.92995
H -2.17105 -3.17554 -2.87436
H -2.42138 -1.66004 -2.56160
C 2.01331 -3.88485 -2.74646
C 0.64798 -3.49674 -3.31305
C 0.68240 -2.31235 -4.22560
O 0.98906 -1.12868 -3.51261
C 1.37332 -0.03543 -4.35308
N 0.08609 -4.69312 -4.01701
H 2.45399 -3.03444 -2.22108
H 2.63703 -4.14532 -3.60964
H 2.02576 -4.79123 -2.10553
H -0.03954 -3.25444 -2.49503
H -0.29307 -2.14171 -4.69673
H 1.45417 -2.48575 -5.01007
H 2.12490 -0.35833 -5.03875
H 1.80218 0.74015 -3.71563
H 0.50707 0.32014 -4.93514
H 0.75677 -5.41483 -4.14164
H -0.30398 -4.37757 -4.86982
C -0.24104 3.35738 -3.82207
C -1.63213 2.81668 -3.56625
C -1.86438 1.51400 -4.24797
O -1.58795 1.53773 -5.65009
C -2.26837 0.46878 -6.31577
N -1.77411 2.61354 -2.10400
H 0.48330 2.90656 -3.13204
H -0.18668 4.47220 -3.59400
H 0.01778 3.24438 -4.88313
H -2.34422 3.55842 -3.95142
H -2.93331 1.17287 -4.12565
H -1.20158 0.74378 -3.84700
H -2.33165 -0.41744 -5.73059
H -1.72946 0.20468 -7.22141
H -3.24451 0.73690 -6.64033
H -2.63747 2.13626 -1.88919
H -1.79976 3.54962 -1.70333
C 4.99045 -0.41648 -1.02471
C 5.40507 0.86501 -1.80069
C 4.22685 1.85267 -1.77093
O 4.40635 3.12549 -2.47621
C 4.21945 2.91625 -3.85630
N 6.65461 1.31340 -1.24937
H 4.07935 -0.93058 -1.40417
H 4.92420 -0.11842 0.03178
H 5.84314 -1.11144 -1.13246
H 5.65183 0.60622 -2.82742
H 3.97256 2.03999 -0.72722
H 3.34034 1.36026 -2.19248
H 3.18826 2.69197 -4.19543
H 4.89757 2.15220 -4.29028
H 4.50683 3.89058 -4.26799
H 7.04863 2.05036 -1.86205
H 6.48471 1.77778 -0.36153
C -1.43831 -3.97917 4.58341
C -1.60617 -2.66348 3.85068
C -2.63793 -1.82216 4.55819
O -2.81651 -0.50635 3.96646
C -4.21093 -0.30433 3.72218
N -0.36384 -1.75545 3.55612
H -2.40051 -4.51868 4.66946
H -1.04798 -3.92016 5.59653
H -0.81103 -4.72926 4.05573
H -1.94893 -2.88290 2.80961
H -2.24754 -1.66457 5.57285
H -3.63434 -2.31333 4.56446
H -4.30112 0.74339 3.43928
H -4.76958 -0.33769 4.67771
H -4.63330 -0.94939 2.91430
H 0.01151 -2.13947 2.66094
H 0.37967 -1.90678 4.20335

Cartesian forces (eV/Å) of the 3 atoms listed first:
0.242 -0.048 -0.305
-1.320 -0.258 0.112
-0.422 -0.074 0.856

---

# 2
A structure of composition C34H92AsCsN7O2SeSi8Te. Source: the Open Molecules 2025 dataset; level of theory: the ωB97M-V functional and the def2-TZVPD basis.

Results
E_HOMO	-0.119	Eh
Kohn-Sham gap	0.1811	Eh
total charge	-1
E_LUMO	1.7	eV

Atoms and positions in Å:
Cs 0.34723 -0.23120 -0.36659
C -3.33149 -2.15684 1.42636
O -3.10709 -2.38057 0.04033
C -4.24736 -2.12842 -0.75238
C -4.47429 -0.64855 -0.98966
O -3.75336 -0.25194 -2.13430
C -3.80147 1.14999 -2.33431
H -4.14637 -2.79477 1.79095
H -3.57317 -1.11081 1.64475
H -2.40831 -2.40965 1.94745
H -5.13962 -2.56489 -0.28914
H -4.07213 -2.61623 -1.71236
H -4.13093 -0.07501 -0.11985
H -5.54395 -0.44253 -1.12627
H -4.82305 1.47694 -2.56548
H -3.14382 1.37303 -3.17624
H -3.44917 1.68863 -1.44613
C -1.09676 5.10911 -3.90232
N -0.39926 5.30272 -2.64692
C 0.48581 6.45436 -2.55895
C -0.21519 4.19141 -1.84010
N -0.85408 3.08793 -1.92498
N 0.76787 4.40146 -0.85557
C 0.96923 3.61423 0.29018
N 2.27524 3.74873 0.76764
N 0.01479 3.00161 0.86040
H -1.30409 6.08133 -4.34231
H -2.05328 4.61224 -3.74146
H -0.51641 4.51823 -4.62174
H 0.04777 7.27551 -3.11942
H 1.48533 6.26613 -2.97708
H 0.59191 6.77715 -1.52504
H -1.55301 3.07915 -2.65819
H 1.59338 4.89231 -1.15358
H 3.00174 3.60736 0.07470
H 2.45377 3.16016 1.56504
H 0.34217 2.45322 1.65244
C 0.26608 0.68078 7.19128
Si 1.87271 -0.11172 6.60097
C 2.92099 1.27521 5.87895
C 2.77383 -0.69483 8.15676
Si 1.41890 -1.70881 4.96468
Te 0.32843 -0.53077 3.14109
Si -0.03784 -3.30839 5.83785
C -1.76927 -2.60360 6.03466
C 0.41502 -4.00439 7.53613
C -0.16469 -4.79646 4.68879
Si 3.41667 -2.80899 4.48633
C 3.94730 -3.89973 5.93824
C 4.87215 -1.66725 4.15123
C 3.28828 -3.96147 3.00502
H 0.44250 1.64002 7.69123
H -0.25594 0.02049 7.89767
H -0.41001 0.85259 6.34279
H 2.95726 2.14745 6.54180
H 2.51698 1.59270 4.90894
H 3.95054 0.93663 5.70514
H 2.88080 0.11641 8.88498
H 3.77761 -1.06638 7.91379
H 2.22995 -1.51548 8.64231
H -1.77467 -1.81422 6.79837
H -2.48865 -3.37332 6.33682
H -2.11732 -2.15013 5.09836
H 0.50828 -3.20008 8.27709
H 1.37441 -4.53485 7.50826
H -0.34779 -4.70415 7.89386
H -0.33416 -4.47750 3.65215
H -0.98083 -5.46859 4.97683
H 0.76863 -5.37421 4.70560
H 3.96038 -3.33571 6.87980
H 4.94921 -4.31341 5.78027
H 3.25403 -4.73988 6.07132
H 5.07112 -1.01636 5.01201
H 4.67545 -1.01663 3.29070
H 5.78196 -2.23944 3.94211
H 2.53675 -4.74169 3.17791
H 4.24625 -4.45290 2.80227
H 2.98998 -3.41221 2.10400
C -4.33087 -2.81944 -5.06640
Si -3.01483 -1.76768 -5.89264
C -3.78535 -0.15524 -6.47192
C -2.59671 -2.68485 -7.47856
As -1.38187 -1.23922 -4.30129
Si -0.39317 -3.34983 -3.98390
C 1.22309 -3.12680 -3.06015
C 0.02342 -4.38264 -5.49462
C -1.55992 -4.31835 -2.88597
Si 0.17955 -0.17167 -5.69682
C 0.29114 -0.62838 -7.51598
C -0.34990 1.63340 -5.62387
C 1.91571 -0.23224 -5.00666
H -5.28341 -2.76416 -5.60560
H -4.49788 -2.49504 -4.03269
H -4.01084 -3.86855 -5.04795
H -4.74189 -0.33156 -6.97771
H -3.11492 0.34913 -7.17981
H -3.96161 0.52882 -5.63251
H -3.52975 -2.95864 -7.98683
H -2.03154 -3.60383 -7.28801
H -2.00469 -2.06874 -8.16357
H 2.06625 -3.00781 -3.74658
H 1.42584 -3.99202 -2.41853
H 1.19959 -2.23771 -2.42971
H 0.56480 -3.78539 -6.23884
H -0.86783 -4.79731 -5.97754
H 0.66989 -5.21692 -5.19636
H -1.68621 -3.80180 -1.92589
H -1.17838 -5.32596 -2.68722
H -2.55319 -4.41526 -3.33848
H -0.59201 -0.28870 -8.06917
H 0.38547 -1.71008 -7.66504
H 1.17329 -0.14795 -7.95263
H -1.40957 1.75025 -5.88199
H 0.24394 2.25548 -6.30373
H -0.21328 2.00247 -4.59952
H 2.37886 -1.21903 -5.11762
H 1.92604 0.01862 -3.93787
H 2.54869 0.49621 -5.52623
C -3.31624 5.31211 0.06571
N -2.55309 5.01514 1.25933
C -1.46118 5.74536 1.71702
C -1.00276 5.12176 2.81218
N -1.81232 4.01376 3.02539
C -1.60601 2.99984 4.04972
C -2.76067 3.93322 2.06039
Se -4.10051 2.67469 1.94415
H -3.39864 6.39228 -0.05118
H -4.30545 4.87870 0.17421
H -2.83254 4.87569 -0.80980
H -1.09883 6.62649 1.21004
H -0.16112 5.34949 3.44611
H -0.90780 3.38470 4.79183
H -1.20026 2.08635 3.62130
H -2.55719 2.75202 4.51779
C 4.08208 2.39709 -1.84281
Si 3.65108 0.62378 -1.12948
C 4.10087 0.81117 0.74614
C 5.27263 -0.25088 -1.70820
H 4.41934 2.28988 -2.88225
H 4.88352 2.91204 -1.28573
H 3.20637 3.06526 -1.88713
H 5.05138 1.34080 0.91946
H 4.19252 -0.19068 1.18453
H 3.32378 1.31423 1.33472
H 6.18071 0.31472 -1.44582
H 5.27355 -0.38944 -2.79937
H 5.36101 -1.25140 -1.26004

Cartesian forces (eV/Å) of the 3 atoms listed first:
-0.550 0.203 -0.225
0.116 -0.034 -0.055
0.082 -0.092 0.073

---

# 3
A cluster of 11 separate species, C34H92N2O11 in total in a non-equilibrium geometry. Source: the Open Molecules 2025 dataset; level of theory: the ωB97M-V functional and the def2-TZVPD basis.

Results
E_HOMO	-0.328	Eh
Kohn-Sham gap	0.3403	Eh
structure (SMILES)	COC[C@H](C)N.COC[C@H](C)N.CC(C)O.CC(C)O.CC(C)O.CC(C)O.CC(C)O.CC(C)O.CC(C)O.CC(C)O.CCO
E_LUMO	0.3	eV

Atoms and positions in Å:
C -20.65486 -15.28856 -16.98639
O -19.83094 -16.32082 -17.36856
C -18.54332 -15.91335 -17.58904
C -17.77811 -17.07279 -18.23660
C -18.47153 -17.52331 -19.52453
N -17.61868 -18.23340 -17.38109
H -20.30399 -14.93672 -15.97594
H -21.69775 -15.65862 -16.95567
H -20.64598 -14.47566 -17.68143
H -18.49915 -15.01988 -18.22747
H -18.11831 -15.68952 -16.60716
H -16.78698 -16.61130 -18.44739
H -17.90587 -18.37376 -19.89386
H -18.39281 -16.80364 -20.31286
H -19.49419 -17.78991 -19.39734
H -18.57036 -18.40839 -16.90864
H -17.03465 -17.85647 -16.58287
C -13.83376 -15.63764 -10.87004
O -13.85525 -16.02633 -12.18343
C -15.08176 -16.62752 -12.60921
C -15.29692 -16.64300 -14.12285
C -15.39527 -15.19351 -14.60071
N -16.53456 -17.33744 -14.49168
H -12.88759 -15.05377 -10.77280
H -13.75528 -16.43322 -10.11181
H -14.69690 -15.01750 -10.66909
H -15.08448 -17.59636 -12.14090
H -15.90864 -16.05578 -12.07763
H -14.45899 -17.21877 -14.52598
H -14.49285 -14.62329 -14.35750
H -16.25509 -14.69428 -14.07372
H -15.54133 -15.16185 -15.66222
H -16.42611 -18.32282 -14.32806
H -17.19607 -17.00023 -13.78497
C -16.70169 -14.97916 -5.33931
C -16.53078 -14.69835 -6.86021
C -15.32251 -15.38555 -7.39468
O -17.66414 -15.25789 -7.58192
H -16.65675 -16.09799 -5.15080
H -17.66665 -14.58516 -4.99728
H -15.95790 -14.61367 -4.67050
H -16.57603 -13.61800 -7.12036
H -15.39048 -16.46588 -7.47900
H -14.49588 -15.11317 -6.70828
H -15.03403 -14.98488 -8.38024
H -18.48569 -14.92867 -7.24785
C -13.31953 -13.30641 -18.87898
C -14.31183 -13.69609 -17.81887
C -14.68935 -12.41646 -16.99076
O -15.49306 -14.24719 -18.39853
H -12.77690 -14.16657 -19.13453
H -12.61463 -12.55565 -18.44200
H -13.71318 -12.85444 -19.78821
H -13.88629 -14.40187 -17.11719
H -14.84935 -11.59898 -17.66715
H -13.87063 -12.25346 -16.26577
H -15.53359 -12.68941 -16.40269
H -16.23260 -14.12759 -17.81615
C -9.65611 -14.51105 -12.68322
C -10.30306 -13.78870 -13.81305
C -11.80529 -13.88985 -13.84222
O -9.92906 -12.39044 -13.63376
H -9.97616 -14.07787 -11.73197
H -8.56203 -14.35382 -12.71792
H -9.93593 -15.57421 -12.69866
H -9.83507 -14.16672 -14.82389
H -12.19780 -13.46479 -12.87587
H -12.18438 -14.91319 -13.90425
H -12.18777 -13.32453 -14.66634
H -10.63534 -11.82382 -14.02035
C -12.42812 -19.04164 -13.33308
C -11.46977 -18.01589 -13.89191
C -10.02487 -18.48983 -14.06406
O -11.92259 -17.49245 -15.13654
H -13.45127 -18.66786 -13.50851
H -12.28112 -19.23750 -12.24163
H -12.40052 -19.93387 -13.93986
H -11.50177 -17.13942 -13.26393
H -10.00209 -19.08645 -14.95398
H -9.66219 -19.05368 -13.21681
H -9.34303 -17.64649 -14.22819
H -11.99349 -18.21898 -15.79975
C -18.85182 -19.02269 -8.26460
C -17.47965 -18.70114 -8.88226
C -16.94105 -19.65817 -9.88863
O -17.44672 -17.36692 -9.43425
H -19.66146 -18.76448 -8.92673
H -19.02413 -18.30410 -7.47566
H -18.95335 -19.98872 -7.76742
H -16.75570 -18.71656 -8.06857
H -15.86165 -19.44952 -10.08040
H -17.43243 -19.54879 -10.89121
H -17.04844 -20.68919 -9.56015
H -17.53556 -16.72750 -8.71818
C -13.61432 -18.73740 -17.84476
C -14.71599 -19.26509 -18.76403
C -14.19006 -20.00930 -19.95997
O -15.59687 -20.11199 -18.08194
H -12.87062 -18.10404 -18.36693
H -12.99520 -19.52368 -17.40003
H -14.04215 -18.11071 -17.06527
H -15.24574 -18.37670 -19.11009
H -13.65637 -19.36127 -20.66568
H -15.10493 -20.34679 -20.48898
H -13.57508 -20.83574 -19.64653
H -16.42274 -19.62726 -17.86230
C -10.96425 -15.56145 -6.66489
C -10.92807 -16.97031 -7.13226
C -12.34655 -17.50512 -7.37694
O -10.35373 -17.06947 -8.48405
H -11.69334 -15.00264 -7.27263
H -10.01596 -15.05118 -6.82208
H -11.28025 -15.54776 -5.66007
H -10.36390 -17.61801 -6.41462
H -12.33538 -18.44249 -7.91819
H -12.86673 -16.74387 -7.96443
H -12.89928 -17.68013 -6.41840
H -9.56809 -16.51322 -8.59730
C -19.01426 -14.64270 -11.79198
C -19.50737 -16.07855 -11.90286
C -20.30148 -16.20658 -13.21109
O -18.48052 -17.01142 -11.98214
H -18.23572 -14.54928 -11.00974
H -19.84405 -14.00611 -11.55093
H -18.56047 -14.35167 -12.74055
H -20.16402 -16.35829 -11.06118
H -19.63799 -16.18653 -14.07300
H -21.13236 -15.48252 -13.31257
H -20.83369 -17.17366 -13.21817
H -18.18604 -17.19828 -11.04322
C -14.89808 -21.49874 -13.06224
C -15.00231 -21.27449 -14.56634
O -15.94518 -20.28073 -14.91061
H -14.76928 -20.56730 -12.51444
H -14.05552 -22.15698 -12.80140
H -15.86119 -21.94612 -12.77868
H -15.25978 -22.19046 -15.04257
H -14.02532 -21.07523 -15.03793
H -15.73787 -19.99941 -15.84150

Cartesian forces (eV/Å) of the 3 atoms listed first:
-0.829 -0.036 1.754
-1.199 -1.112 -0.719
1.124 -0.423 0.101

---

Among the records above, which one has the lowest E_HOMO?
C34H91N8O10Y